## A
17
Properties=species:S:1:pos:R:3 method="wB97M-V/def2-TZVPD" charge=0 gap_ha=0.368 homo_energy_ev=-9.0198 smiles=NCC(N)CN lumo_energy_ev=0.997
N 1.99 -0.30 -0.66
C 1.32 -0.18 0.60
C -0.13 0.29 0.50
N -0.30 1.50 -0.33
C -1.06 -0.77 -0.17
N -2.45 -0.28 -0.24
H 1.59 -1.08 -1.22
H 2.95 -0.44 -0.50
H 1.38 -1.02 1.38
H 1.87 0.59 1.08
H -0.55 0.55 1.47
H 0.21 2.29 0.05
H 0.22 1.27 -1.18
H -0.82 -1.02 -1.28
H -1.02 -1.81 0.25
H -2.86 -0.31 0.76
H -2.33 0.71 -0.50

## B
17
Properties=species:S:1:pos:R:3 method="wB97M-V/def2-TZVPD" charge=0 gap_ha=0.364 homo_energy_ev=-8.9920 smiles="C=NC.NCN" lumo_energy_ev=0.923
C -2.37 -0.58 0.58
N -2.00 -0.41 -0.66
C -1.54 -1.63 -1.32
H -3.00 0.15 0.94
H -2.51 -1.50 1.07
H -1.19 -1.48 -2.32
H -0.84 -2.17 -0.70
H -2.33 -2.25 -1.72
N 1.57 1.24 -0.63
C 1.28 1.04 0.71
N 2.35 1.31 1.75
H 2.45 0.75 -1.03
H 0.77 1.07 -1.26
H 0.99 -0.03 0.90
H 0.44 1.68 0.94
H 2.86 2.18 1.33
H 3.09 0.63 1.42

## C
17
Properties=species:S:1:pos:R:3 method="wB97M-V/def2-TZVPD" charge=0 gap_ha=0.334 homo_energy_ev=-8.3354 smiles="C=CN.NCN" lumo_energy_ev=0.756
C -3.16 0.84 -0.49
C -2.47 -0.04 0.24
N -2.40 -0.03 1.63
H -3.88 1.62 -0.27
H -3.18 0.58 -1.52
H -1.92 -0.73 -0.35
H -2.51 0.86 2.08
H -1.83 -0.71 2.09
N 2.64 0.95 -0.21
C 2.73 -0.35 -0.85
N 1.96 -1.42 -0.21
H 1.74 1.10 0.22
H 3.34 1.09 0.49
H 2.45 -0.30 -1.90
H 3.77 -0.63 -0.81
H 1.53 -1.16 0.66
H 1.18 -1.69 -0.80

## D
17
Properties=species:S:1:pos:R:3 method="wB97M-V/def2-TZVPD" charge=0 gap_ha=0.298 homo_energy_ev=-7.3186 lumo_energy_ev=0.793
C -2.70 -0.34 -0.27
C -1.30 1.65 0.20
C -0.38 -1.77 -0.08
N 3.11 0.30 1.19
N -1.37 0.38 -0.03
N -0.36 -0.35 0.23
H -2.56 -0.85 -1.26
H -2.85 -0.91 0.67
H -3.49 0.31 -0.32
H -2.16 2.19 0.18
H -0.33 2.22 0.18
H 3.15 -0.66 1.36
H 0.56 -2.15 0.30
H -1.45 -2.21 0.15
H -0.31 -2.03 -1.19
H 2.10 0.50 1.09
H 3.64 0.57 0.32

Most stable = A

## A
14
Properties=species:S:1:pos:R:3 method="wB97M-V/def2-TZVPD" charge=0 gap_ha=0.332 homo_energy_ev=-8.8509 smiles="C/P=C/C=P/C" lumo_energy_ev=0.178
C 3.35 -0.87 0.90
P 1.51 -1.25 1.02
C 0.79 0.06 0.33
C -1.02 0.17 0.03
P -1.48 1.19 -1.13
C -3.26 0.76 -1.13
H 3.90 -1.36 1.66
H 3.78 -1.12 -0.11
H 3.59 0.15 0.96
H 1.22 0.95 -0.14
H -1.53 -0.50 0.76
H -3.59 0.38 -2.00
H -3.33 -0.09 -0.29
H -3.93 1.54 -0.85

## B
14
Properties=species:S:1:pos:R:3 method="wB97M-V/def2-TZVPD" charge=0 gap_ha="0.228 / 0.280" homo_energy_ev="-7.2473 / -7.8521" lumo_energy_ev="-1.038 / -0.225"
C -0.48 1.95 0.74
C -1.04 2.14 -0.64
C 0.46 -2.27 0.73
C 1.00 -2.14 -0.60
P -0.86 0.37 -0.12
P 1.09 -0.01 -0.90
H 0.66 2.26 0.80
H -1.12 2.14 1.60
H -2.12 2.51 -0.73
H -0.15 2.38 -1.32
H -0.65 -2.12 1.01
H 1.08 -2.32 1.54
H 1.95 -2.55 -0.80
H 0.18 -2.35 -1.30

## C
14
Properties=species:S:1:pos:R:3 method="wB97M-V/def2-TZVPD" charge=0 gap_ha=0.328 homo_energy_ev=-8.5785 lumo_energy_ev=0.359
C 0.37 1.10 -0.37
C -0.95 -0.77 0.02
C 1.27 2.16 -0.83
C -1.12 -1.78 1.10
P -1.06 1.02 0.48
P 0.83 -0.59 -0.53
H -1.55 -0.98 -0.89
H 0.92 3.09 -1.27
H 1.88 1.58 -1.62
H 2.01 2.32 0.02
H -2.04 -1.64 1.63
H -0.36 -1.90 1.90
H -1.25 -2.75 0.66
H 0.67 -0.75 -2.01

Most stable = C

## A
15
Properties=species:S:1:pos:R:3 method="wB97M-V/def2-TZVPD" charge=0 gap_ha=0.315 homo_energy_ev=-9.2486 smiles="C/C=C(/C)F.OI" lumo_energy_ev=-0.687
C -1.01 -1.49 -0.04
C -0.86 -0.02 -0.27
C -0.54 0.86 0.63
C -0.12 2.26 0.45
F -0.61 0.48 1.90
H -0.85 -1.95 0.98
H -2.08 -1.71 -0.38
H -0.21 -1.89 -0.70
H -0.76 0.11 -1.24
H -1.05 2.84 0.74
H 0.11 2.41 -0.55
H 0.67 2.53 1.12
O 2.45 -1.95 -1.27
I 3.34 -0.76 0.02
H 1.51 -1.71 -1.39

## B
15
Properties=species:S:1:pos:R:3 method="wB97M-V/def2-TZVPD" charge=0 gap_ha=0.279 homo_energy_ev=-7.8237 lumo_energy_ev=-0.223
C 1.85 1.33 1.14
C -2.40 -2.25 -0.75
C 0.44 1.39 0.54
C -0.54 0.79 1.54
O 0.39 0.68 -0.69
F -1.56 1.66 1.74
I -1.32 -1.16 0.92
H 1.83 1.74 2.15
H 2.19 0.30 1.18
H 2.54 1.92 0.54
H -1.71 -2.34 -1.58
H -2.67 -3.21 -0.35
H -3.26 -1.66 -1.02
H 0.17 2.44 0.36
H 1.22 0.79 -1.15

Most stable = A

## A
16
Properties=species:S:1:pos:R:3 method="wB97M-V/def2-TZVPD" charge=-1 gap_ha=0.211 homo_energy_ev=-2.7636 lumo_energy_ev=2.971
C -0.25 -0.79 0.06
C 0.39 -1.95 0.84
S 1.22 -1.40 2.37
N -1.11 0.08 0.89
H 0.56 -0.13 -0.27
H -0.84 -1.16 -0.76
H -0.39 -2.67 1.07
H 1.15 -2.40 0.19
H -1.89 -0.50 1.21
H -0.56 0.13 1.77
H 0.88 1.23 -4.43
H -0.27 1.96 -5.12
O 0.69 1.85 -5.15
H -1.47 1.75 0.13
H -1.08 3.21 -0.16
O -1.85 2.64 -0.09

## B
16
Properties=species:S:1:pos:R:3 method="wB97M-V/def2-TZVPD" charge=-1 gap_ha=0.205 homo_energy_ev=-2.4483 lumo_energy_ev=3.123
C 0.58 0.36 -0.10
C -0.42 -0.97 0.35
S -1.03 -0.52 2.05
N 1.79 0.18 0.75
H -0.07 1.21 0.18
H 0.55 0.20 -1.28
H -0.01 -2.04 0.24
H -1.27 -0.95 -0.41
H 2.37 -0.61 0.39
H 1.30 -0.19 1.66
H 5.03 0.56 -1.07
H 5.15 -0.02 0.24
O 5.04 0.90 -0.11
H -6.86 1.22 -1.22
H -5.63 0.17 -0.99
O -6.51 0.52 -0.69

## C
16
Properties=species:S:1:pos:R:3 method="wB97M-V/def2-TZVPD" charge=-1 gap_ha=0.204 homo_energy_ev=-2.4082 lumo_energy_ev=3.132
C -0.69 0.61 1.40
C -0.40 -0.86 1.06
S 0.36 -1.05 -0.60
N -1.46 1.30 0.30
H 0.28 1.11 1.51
H -1.25 0.66 2.33
H -1.33 -1.39 1.29
H 0.35 -1.29 1.74
H -2.01 0.52 -0.06
H -0.71 1.50 -0.34
H -2.39 3.52 0.73
H -2.91 4.59 -0.28
O -2.52 4.45 0.59
H 3.61 -3.75 -2.59
H 4.99 -3.69 -2.14
O 4.13 -3.54 -1.80

Most stable = A

## A
48
Properties=species:S:1:pos:R:3 method="wB97M-V/def2-TZVPD" charge=0 gap_ha=0.353 homo_energy_ev=-9.0759 smiles="CCCCOC(=O)n1c(=O)oc2cc(S(=O)(=O)N3CCCCC3)ccc21" lumo_energy_ev=0.537
C 7.67 2.71 -2.42
C 6.51 3.29 -1.62
C 5.16 2.65 -1.97
C 5.09 1.19 -1.54
O 3.81 0.62 -1.86
C 2.84 0.83 -1.01
O 2.91 1.41 0.04
N 1.64 0.26 -1.46
C 1.43 -0.44 -2.66
O 2.22 -0.68 -3.51
O 0.13 -0.82 -2.70
C -0.49 -0.39 -1.56
C -1.81 -0.55 -1.18
C -2.16 0.00 0.04
S -3.85 -0.16 0.63
O -4.62 -0.81 -0.40
O -4.30 1.11 1.11
N -3.57 -1.14 1.95
C -3.37 -2.54 1.63
C -4.69 -3.28 1.44
C -5.58 -3.10 2.67
C -5.79 -1.61 2.93
C -4.44 -0.92 3.10
C -1.26 0.68 0.84
C 0.06 0.84 0.45
C 0.43 0.29 -0.76
H 7.47 2.76 -3.48
H 7.85 1.68 -2.15
H 8.58 3.28 -2.21
H 6.43 4.36 -1.84
H 6.70 3.18 -0.56
H 4.37 3.19 -1.46
H 4.99 2.71 -3.05
H 5.26 1.10 -0.47
H 5.80 0.57 -2.10
H -2.54 -1.06 -1.79
H -2.77 -2.57 0.72
H -2.79 -2.99 2.44
H -5.20 -2.88 0.56
H -4.49 -4.34 1.27
H -6.54 -3.59 2.52
H -5.10 -3.55 3.54
H -6.30 -1.16 2.08
H -6.39 -1.45 3.82
H -4.56 0.16 3.19
H -3.92 -1.30 3.98
H -1.62 1.09 1.77
H 0.78 1.37 1.06

## B
48
Properties=species:S:1:pos:R:3 method="wB97M-V/def2-TZVPD" charge=0 gap_ha=0.356 homo_energy_ev=-9.1955 smiles="CC(C)COC(=O)n1c(=O)oc2cc(S(=O)(=O)N3CCCCC3)ccc21" lumo_energy_ev=0.492
C 3.02 -4.90 0.26
C 2.25 -5.93 -0.56
C 3.18 -7.01 -1.10
C 1.52 -5.26 -1.73
O 0.52 -4.36 -1.25
C 0.74 -3.07 -1.39
O 1.65 -2.53 -1.96
N -0.29 -2.32 -0.77
C -1.30 -2.81 0.07
O -1.47 -3.93 0.43
O -2.07 -1.76 0.45
C -1.57 -0.62 -0.12
C -2.04 0.67 0.00
C -1.32 1.63 -0.70
S -1.90 3.33 -0.57
O -1.04 4.15 -1.38
O -3.30 3.36 -0.83
N -1.68 3.56 1.07
C -0.30 3.80 1.45
C 0.12 5.25 1.26
C -0.85 6.18 1.99
C -2.28 5.91 1.50
C -2.63 4.44 1.72
C -0.21 1.33 -1.47
C 0.25 0.03 -1.58
C -0.45 -0.94 -0.89
H 3.55 -5.39 1.07
H 3.74 -4.38 -0.37
H 2.34 -4.17 0.69
H 1.49 -6.39 0.08
H 2.62 -7.75 -1.67
H 3.68 -7.51 -0.28
H 3.93 -6.57 -1.75
H 2.23 -4.70 -2.36
H 0.99 -6.00 -2.33
H -2.90 0.93 0.57
H 0.32 3.13 0.85
H -0.20 3.51 2.51
H 0.10 5.48 0.19
H 1.13 5.39 1.63
H -0.58 7.22 1.81
H -0.80 5.99 3.07
H -2.35 6.13 0.44
H -2.99 6.55 2.03
H -3.61 4.21 1.29
H -2.63 4.20 2.79
H 0.28 2.14 -1.98
H 1.12 -0.23 -2.17

Most stable = B